[1]
Molecular formula: C41H79N6O8S7
Method: DFT, ωB97M-V/def2-TZVPD

ORCA input file:
```
! wB97M-V def2-TZVPD RIJCOSX def2/J DEFGRID3
* xyz -1 1
C -0.45 0.33 -0.56
C 0.72 0.06 0.37
C 1.78 -0.80 -0.38
O 1.00 1.29 1.04
H -1.33 0.68 -0.02
H -0.72 -0.58 -1.10
H -0.29 1.01 -1.40
H 0.28 -0.58 1.13
H 2.69 -0.92 0.22
H 2.14 -0.53 -1.37
H 1.29 -1.77 -0.47
C 9.00 -0.88 1.81
S 10.38 0.29 1.53
O 11.79 -0.40 1.53
C 10.41 1.25 3.11
H 8.98 -1.38 2.78
H 9.20 -1.65 1.07
H 8.02 -0.42 1.72
H 9.61 1.99 3.17
H 11.35 1.78 2.97
H 10.54 0.63 4.00
C 1.09 3.22 -5.91
S 0.05 3.36 -7.45
O -0.51 4.77 -7.49
C 1.47 3.44 -8.67
H 0.60 3.54 -4.99
H 1.93 3.90 -5.99
H 1.55 2.23 -5.84
H 1.21 3.63 -9.71
H 1.96 2.47 -8.66
H 2.24 4.16 -8.38
C -6.95 1.97 0.78
S -8.41 1.11 1.52
O -7.98 0.15 2.61
C -9.01 0.03 0.13
H -6.24 2.10 1.60
H -7.14 2.95 0.36
H -6.33 1.40 0.07
H -9.72 0.45 -0.58
H -9.31 -0.92 0.57
H -8.13 -0.23 -0.45
C -6.58 -0.29 -6.82
S -5.76 -0.35 -5.12
O -4.44 -1.14 -5.30
C -5.27 1.46 -5.16
H -6.81 -1.29 -7.19
H -5.90 0.25 -7.49
H -7.51 0.26 -6.68
H -4.69 1.65 -4.26
H -6.14 2.12 -5.15
H -4.65 1.75 -6.01
C -3.51 -0.10 5.78
S -3.88 -0.65 7.53
O -5.26 -0.10 7.87
C -4.01 -2.48 7.38
H -4.34 -0.44 5.15
H -2.48 -0.41 5.64
H -3.62 0.98 5.74
H -4.15 -2.92 8.37
H -3.11 -2.95 6.98
H -4.80 -2.74 6.67
C -3.92 -5.61 -0.83
S -4.80 -4.02 -0.66
O -6.28 -4.44 -0.63
C -4.47 -3.65 1.17
H -3.99 -6.27 0.04
H -2.83 -5.53 -0.94
H -4.32 -6.17 -1.68
H -4.93 -2.69 1.38
H -3.39 -3.69 1.30
H -4.90 -4.44 1.79
C -0.05 -6.68 -4.93
S 0.96 -7.09 -3.47
O 2.17 -7.91 -3.82
C 1.63 -5.45 -3.28
H -0.85 -7.31 -5.32
H 0.74 -6.59 -5.68
H -0.45 -5.67 -4.81
H 2.28 -5.35 -2.41
H 0.75 -4.81 -3.19
H 2.17 -5.32 -4.22
N -0.10 -1.54 -7.54
C 0.02 -1.45 -8.86
C 1.37 -1.62 -9.14
C 2.05 -1.77 -7.93
C 1.15 -1.59 -6.94
H -0.96 -1.42 -7.02
H -0.82 -1.38 -9.52
H 1.89 -1.70 -10.08
H 3.12 -1.83 -7.83
H 1.20 -1.52 -5.86
N 4.44 0.13 4.38
C 4.67 -1.22 4.67
C 5.75 -1.31 5.55
C 6.30 0.00 5.65
C 5.49 0.90 4.89
H 3.66 0.49 3.86
H 4.00 -1.90 4.18
H 6.13 -2.27 5.87
H 7.27 0.25 6.06
H 5.53 1.97 4.73
N -0.22 -8.09 3.58
C 0.43 -7.58 2.50
C 0.51 -6.21 2.51
C -0.17 -5.80 3.64
C -0.58 -6.97 4.27
H -0.41 -9.04 3.84
H 1.01 -8.19 1.83
H 0.94 -5.48 1.84
H -0.26 -4.76 3.90
H -1.03 -7.08 5.25
N 4.56 4.81 0.45
C 4.76 6.16 0.16
C 6.11 6.34 0.03
C 6.76 5.13 0.21
C 5.75 4.19 0.42
H 3.69 4.35 0.69
H 3.92 6.83 0.00
H 6.59 7.28 -0.21
H 7.81 4.87 0.19
H 5.72 3.13 0.64
N -0.23 3.92 5.71
C 0.57 3.79 6.82
C 0.16 4.60 7.87
C -1.01 5.20 7.40
C -1.17 4.80 6.14
H -0.20 3.34 4.88
H 1.45 3.19 6.60
H 0.61 4.68 8.84
H -1.47 6.03 7.92
H -1.97 5.10 5.48
N -1.49 5.50 0.57
C -1.39 6.65 1.23
C -2.47 7.47 0.95
C -3.18 6.68 -0.02
C -2.45 5.53 -0.36
H -0.86 4.71 0.66
H -0.65 6.67 2.02
H -2.71 8.41 1.41
H -4.16 6.89 -0.43
H -2.81 4.68 -0.92
*
```

Values from the calculation:
Lowest unoccupied orbital energy ... 1.454 eV



[2]
Molecular formula: C29H56N2O8
Method: DFT, ωB97M-V/def2-TZVPD

ORCA input file:
```
! wB97M-V def2-TZVPD RIJCOSX def2/J DEFGRID3
* xyz 0 1
C -1.52 -0.18 -6.14
C -1.45 0.33 -4.69
C -0.97 -0.74 -3.69
N 0.09 -0.25 -2.80
C 1.17 -1.11 -2.47
C 2.10 -0.37 -1.51
N 3.19 -1.22 -1.04
C 3.54 -0.91 0.35
C 1.99 -1.58 -3.69
O 3.16 -0.83 -3.91
C 3.09 0.37 -4.57
C 2.01 0.79 -5.34
C 2.06 2.03 -5.95
C 3.16 2.86 -5.82
C 4.24 2.42 -5.07
C 4.20 1.19 -4.45
O 0.74 -2.39 -1.87
C -0.30 -2.41 -1.04
O -1.29 -3.06 -1.26
O -0.10 -1.74 0.11
C -1.25 -1.05 0.64
C -0.99 0.43 0.85
C 0.23 0.70 1.74
C -2.28 1.05 1.43
C -2.43 2.56 1.15
C -3.82 2.83 0.56
C -2.27 3.40 2.44
H -2.49 -0.60 -6.37
H -0.76 -0.95 -6.33
H -1.32 0.62 -6.85
H -2.46 0.62 -4.41
H -0.79 1.20 -4.63
H -0.66 -1.65 -4.20
H -1.83 -1.04 -3.08
H -0.29 0.20 -1.98
H 2.46 0.55 -1.99
H 1.53 -0.05 -0.64
H 4.00 -1.02 -1.62
H 4.45 -1.45 0.61
H 2.73 -1.26 0.98
H 3.72 0.16 0.49
H 2.32 -2.59 -3.47
H 1.37 -1.65 -4.58
H 1.14 0.17 -5.47
H 1.22 2.37 -6.54
H 3.20 3.83 -6.29
H 5.13 3.02 -4.96
H 5.04 0.84 -3.86
H -1.49 -1.50 1.61
H -2.12 -1.21 0.00
H -0.85 0.93 -0.12
H 0.94 1.36 1.24
H 0.75 -0.21 2.02
H -0.07 1.23 2.64
H -3.13 0.52 0.98
H -2.32 0.86 2.50
H -1.70 2.88 0.41
H -4.58 2.27 1.11
H -3.88 2.54 -0.49
H -4.07 3.89 0.62
H -1.77 4.34 2.24
H -1.66 2.86 3.16
H -3.26 3.58 2.87
C -6.71 3.87 4.08
O -5.34 3.93 4.45
C -5.05 4.98 5.36
C -4.98 4.50 6.79
O -6.22 4.01 7.26
C -6.34 2.60 7.22
H -6.89 2.88 3.64
H -7.37 4.00 4.93
H -6.94 4.63 3.32
H -5.78 5.78 5.26
H -4.07 5.38 5.07
H -4.69 5.34 7.42
H -4.20 3.73 6.89
H -5.80 2.14 8.05
H -5.96 2.19 6.28
H -7.39 2.36 7.31
C 6.71 -5.19 0.37
O 5.51 -4.45 0.51
C 4.37 -5.07 -0.06
C 3.54 -5.80 0.96
O 4.24 -6.89 1.55
C 4.80 -6.59 2.81
H 7.43 -4.79 1.07
H 6.55 -6.25 0.58
H 7.11 -5.09 -0.65
H 4.68 -5.75 -0.87
H 3.76 -4.27 -0.51
H 2.66 -6.21 0.47
H 3.20 -5.10 1.74
H 4.03 -6.60 3.60
H 5.29 -5.62 2.82
H 5.54 -7.36 3.03
*
```

Values from the calculation:
Relative energy (zero: lowest compared OMol25 entry of this formula, charge and spin) ... 0.0 kcal/mol
Lowest unoccupied orbital energy ... 0.680 eV



[3]
Molecular formula: C9H8N3O3
Method: DFT, ωB97M-V/def2-TZVPD

ORCA input file:
```
! wB97M-V def2-TZVPD RIJCOSX def2/J DEFGRID3
* xyz 1 3
C 2.09 0.85 -2.47
C -3.06 0.80 0.24
C -2.41 -0.40 0.01
C -2.35 2.01 0.40
C -1.06 -0.37 0.12
C -0.98 1.99 0.35
C 1.00 -1.04 0.32
C 1.96 -2.15 0.46
C 0.94 0.35 0.57
N 1.07 0.62 -2.07
N -0.36 0.75 0.25
N 2.09 1.16 0.96
O -0.27 -1.40 0.17
O 3.05 0.56 1.34
O 1.88 2.32 1.05
H -4.12 0.83 0.14
H -2.85 -1.31 -0.03
H -2.81 2.96 0.38
H 2.79 1.07 -3.23
H -0.33 2.96 0.41
H 1.60 -3.08 0.15
H 2.12 -2.39 1.53
H 2.95 -1.99 -0.10
*
```

Values from the calculation:
<S²> ... 2.041
Lowest unoccupied orbital energy (alpha / beta) ... -4.580 / -7.921 eV



[4]
Molecular formula: C25H25BrCrF6N3O5S8
Method: DFT, ωB97M-V/def2-TZVPD

ORCA input file:
```
! wB97M-V def2-TZVPD RIJCOSX def2/J DEFGRID3
* xyz -2 2
Cr 0.33 -1.84 -0.71
S -2.04 -5.62 0.12
C -1.11 -4.30 -0.14
S -0.87 -3.01 0.98
S -0.22 -3.99 -1.59
C -2.82 4.97 -0.32
C -3.56 3.99 -1.24
C -4.99 3.83 -0.69
C -3.61 4.60 -2.65
C -2.90 2.63 -1.30
C -1.78 2.29 -0.56
C -1.26 1.02 -0.65
Br 0.32 0.53 0.40
C -1.79 0.00 -1.46
O -1.29 -1.18 -1.51
C -2.95 0.36 -2.22
C -3.46 1.63 -2.11
C -3.56 -0.70 -3.13
C -2.53 -1.13 -4.18
C -3.97 -1.91 -2.27
C -4.81 -0.20 -3.86
H -3.34 5.93 -0.32
H -1.80 5.14 -0.66
H -2.80 4.60 0.70
H -5.48 4.79 -0.60
H -4.95 3.36 0.29
H -5.59 3.20 -1.34
H -4.06 5.59 -2.62
H -4.20 3.99 -3.33
H -2.61 4.69 -3.06
H -1.29 2.99 0.09
H -4.34 1.88 -2.67
H -1.65 -1.55 -3.70
H -2.22 -0.27 -4.78
H -2.95 -1.89 -4.84
H -3.11 -2.37 -1.80
H -4.46 -2.66 -2.89
H -4.66 -1.59 -1.49
H -4.57 0.66 -4.50
H -5.58 0.09 -3.15
H -5.20 -0.99 -4.49
F 3.38 -1.29 -4.54
C 3.11 -0.08 -4.04
F 2.10 0.42 -4.77
F 4.18 0.68 -4.31
S 2.60 -0.01 -2.21
O 1.32 -0.68 -2.25
O 2.56 1.40 -2.00
N 3.74 -0.75 -1.47
S 3.50 -1.96 -0.44
O 2.15 -2.32 0.02
O 4.67 -2.53 0.16
C 3.43 -3.21 -1.89
F 4.52 -3.16 -2.68
F 2.38 -2.95 -2.70
F 3.31 -4.48 -1.49
S 4.68 -4.07 5.39
C 4.37 -2.77 4.44
S 4.11 -2.88 2.70
C 3.84 -1.12 2.68
N 3.94 -0.59 3.85
N 4.25 -1.47 4.83
C 4.34 -0.96 6.13
C 3.63 0.21 6.41
C 3.65 0.75 7.68
C 4.38 0.13 8.69
C 5.11 -1.00 8.40
C 5.11 -1.54 7.13
S 3.52 -0.26 1.25
H 3.07 0.68 5.62
H 3.08 1.64 7.89
H 4.37 0.54 9.69
H 5.70 -1.48 9.17
H 5.70 -2.42 6.92
*
```

Values from the calculation:
<S²> ... 0.817
Relative energy (zero: lowest compared OMol25 entry of this formula, charge and spin) ... 46.1 kcal/mol
Lowest unoccupied orbital energy (alpha / beta) ... 3.698 / 3.698 eV



[5]
Molecular formula: CH3BrCl2Si
Method: DFT, ωB97M-V/def2-TZVPD

ORCA input file:
```
! wB97M-V def2-TZVPD RIJCOSX def2/J DEFGRID3
* xyz 0 1
C 1.33 -1.80 -0.34
Si 0.44 -0.09 0.03
Cl 2.98 -1.91 -0.54
Cl 0.74 -3.36 0.02
Br 4.55 1.62 0.27
H 1.06 1.22 0.61
H 0.16 0.44 -1.36
H -0.71 -0.56 0.75
*
```

Values from the calculation:
Relative energy (zero: lowest compared OMol25 entry of this formula, charge and spin) ... 145.7 kcal/mol
Lowest unoccupied orbital energy (alpha / beta) ... -0.753 / -3.719 eV



[6]
Molecular formula: C22H13BCl2F4MoN4O3STe
Method: DFT, ωB97M-V/def2-TZVPD

ORCA input file:
```
! wB97M-V def2-TZVPD RIJCOSX def2/J DEFGRID3
* xyz -2 1
Mo -0.11 0.29 0.36
Cl -1.98 0.17 7.07
C -1.14 -0.18 5.58
C -1.26 0.72 4.51
C -0.61 0.46 3.32
N -0.62 1.18 2.14
C -1.13 2.47 2.14
O -1.49 3.05 3.15
C -1.26 3.03 0.81
C -1.84 4.27 0.58
C -1.87 4.83 -0.68
C -1.25 4.10 -1.72
C -0.70 2.88 -1.54
N -0.79 2.22 -0.26
C 0.18 -0.72 3.23
C 0.30 -1.59 4.28
C -0.37 -1.31 5.47
Cl -0.22 -2.42 6.82
N 0.74 -0.88 1.95
C 1.82 -1.66 1.81
O 2.49 -2.21 2.67
C 2.14 -1.88 0.38
C 3.07 -2.82 0.01
C 3.23 -3.10 -1.33
C 2.44 -2.43 -2.25
C 1.55 -1.48 -1.81
N 1.40 -1.19 -0.51
H -1.86 1.60 4.61
H -2.23 4.78 1.45
H -2.28 5.81 -0.86
H -1.17 4.52 -2.72
H -0.25 2.31 -2.33
H 0.92 -2.46 4.18
H 3.62 -3.31 0.79
H 3.95 -3.83 -1.66
H 2.52 -2.61 -3.31
H 0.94 -0.93 -2.51
O -1.66 0.91 -0.44
F 1.36 1.02 -1.87
B 2.24 1.21 -2.97
F 2.51 2.56 -3.14
F 3.43 0.51 -2.72
F 1.62 0.68 -4.11
Te -1.83 -2.00 0.18
C -1.88 -1.92 -1.92
C -1.33 -2.79 -2.83
C -1.59 -2.44 -4.19
C -2.37 -1.32 -4.30
S -2.76 -0.70 -2.75
H -0.73 -3.64 -2.53
H -1.20 -2.98 -5.04
H -2.69 -0.82 -5.20
*
```

Values from the calculation:
Relative energy (zero: lowest compared OMol25 entry of this formula, charge and spin) ... 121.3 kcal/mol
Lowest unoccupied orbital energy (alpha / beta) ... 4.168 / 4.168 eV



[7]
Molecular formula: C17H13BrClO3P
Method: DFT, ωB97M-V/def2-TZVPD

ORCA input file:
```
! wB97M-V def2-TZVPD RIJCOSX def2/J DEFGRID3
* xyz 0 1
C -2.80 -2.69 -0.94
C -2.52 -1.23 -0.61
C -1.90 -0.39 -1.75
Br -2.81 -0.75 -3.46
C -0.41 -0.65 -1.83
C 0.12 -1.63 -2.67
C 1.48 -1.91 -2.71
C 2.35 -1.21 -1.89
C 1.84 -0.24 -1.04
C 0.47 0.06 -1.00
C 0.03 1.15 -0.08
O -0.89 1.87 -0.33
C 0.84 1.33 1.17
C 2.20 1.01 1.10
C 3.01 1.20 2.22
C 2.48 1.68 3.40
C 1.13 1.99 3.46
C 0.28 1.84 2.36
P -1.45 2.31 2.74
O -2.27 1.21 1.85
Cl -1.62 4.06 1.62
C 2.78 0.46 -0.14
O 3.96 0.54 -0.37
H -3.82 -2.82 -1.30
H -2.15 -3.07 -1.71
H -2.66 -3.33 -0.07
H -3.39 -0.73 -0.20
H -1.77 -1.22 0.18
H -2.10 0.65 -1.59
H -0.52 -2.18 -3.34
H 1.84 -2.66 -3.39
H 3.41 -1.42 -1.91
H 4.06 0.95 2.15
H 3.11 1.81 4.27
H 0.70 2.34 4.39
H -2.99 1.67 1.40
*
```

Values from the calculation:
Lowest unoccupied orbital energy ... -1.090 eV



[8]
Molecular formula: C19H15BrIrNO6S3
Method: DFT, ωB97M-V/def2-TZVPD

ORCA input file:
```
! wB97M-V def2-TZVPD RIJCOSX def2/J DEFGRID3
* xyz -1 6
Ir -1.52 1.85 -1.40
Br 0.12 1.34 7.43
C -0.25 1.44 5.56
C -1.57 1.43 5.14
C -1.84 1.50 3.78
C -0.79 1.60 2.87
C 0.52 1.61 3.32
C 0.80 1.52 4.67
C -1.06 1.70 1.40
O -2.22 1.51 0.97
O -0.09 1.95 0.64
H -2.37 1.37 5.86
H -2.86 1.49 3.42
H 1.31 1.69 2.59
H 1.82 1.53 5.04
O -1.73 1.35 -3.66
S -2.53 0.25 -3.03
O -3.15 -0.61 -4.00
O -1.61 -0.48 -2.12
O -3.49 0.98 -2.14
S -1.56 4.17 -1.23
N 0.67 1.62 -2.08
S 1.71 0.45 -1.88
C 1.49 -0.35 -0.25
C 0.28 -0.90 0.14
C 0.19 -1.46 1.41
C 1.29 -1.49 2.25
C 2.50 -0.96 1.83
C 2.60 -0.39 0.57
C 1.05 -0.90 -2.90
C 1.29 -2.21 -2.56
C 0.79 -3.22 -3.37
C 0.07 -2.90 -4.51
C -0.13 -1.58 -4.86
C 0.37 -0.57 -4.06
H 1.14 2.52 -2.10
H -0.56 -0.88 -0.53
H -0.76 -1.87 1.73
H 1.20 -1.90 3.24
H 3.37 -1.00 2.48
H 3.53 0.04 0.24
H 1.84 -2.46 -1.66
H 0.97 -4.25 -3.10
H -0.33 -3.69 -5.13
H -0.71 -1.32 -5.74
H 0.18 0.47 -4.29
*
```

Values from the calculation:
<S²> ... 8.770
Relative energy (zero: lowest compared OMol25 entry of this formula, charge and spin) ... 14.5 kcal/mol
Lowest unoccupied orbital energy (alpha / beta) ... 2.271 / 1.340 eV